Below is a cluster of 15 separate species, C7H42O14 in total, with properties calculated with ωB97M-V/def2-TZVPD.

```
! wB97M-V def2-TZVPD RIJCOSX def2/J DEFGRID3
* xyz 0 1
C -1.4672 0.5372 -1.6527
C -0.5673 -0.2438 -0.7132
C -0.9692 -1.7480 -0.8738
C -0.2851 -2.6131 0.2735
C -1.0563 -2.7642 1.3405
C -0.6901 -3.5335 2.6303
C 1.1230 -3.0841 -0.0449
H -2.4847 0.8000 -1.1677
H -1.6192 0.2053 -2.7001
H -0.8438 1.4536 -1.9757
H -0.3930 0.2768 0.1986
H 0.4677 -0.3474 -1.1691
H -0.6651 -2.0434 -1.9302
H -2.0385 -1.9553 -1.0376
H -2.0617 -2.3310 1.5674
H -0.3232 -2.7511 3.3180
H -0.0650 -4.4263 2.5489
H -1.5413 -4.0587 3.1847
H 1.9994 -2.4432 0.0780
H 1.2885 -3.4544 -1.0856
H 1.3212 -3.8440 0.6937
H -3.4807 1.1339 3.5820
H -2.3497 0.1507 3.8991
O -3.2546 0.4110 4.1137
H 3.0015 0.1680 -1.0525
H 4.0351 -0.2109 -0.1225
O 3.7094 0.5786 -0.5377
H 1.1434 -2.2117 -2.6275
H 2.0702 -1.6028 -3.8221
O 1.9733 -1.7834 -2.9050
H -2.9738 2.7343 0.8490
H -4.0718 1.5603 0.8126
O -3.4423 2.0583 1.3318
H 0.5949 2.3304 -2.8003
H 1.2883 3.3070 -1.6596
O 0.5550 3.1173 -2.2625
H 1.3210 2.7918 2.8502
H 0.2171 2.2759 2.0165
O 0.9050 3.0093 2.0305
H 3.5455 -2.3622 2.2017
H 2.9023 -0.9430 1.8706
O 3.7692 -1.4417 2.0033
H -4.6731 -1.2398 -0.0518
H -5.2801 -0.2587 0.8407
O -4.7861 -0.2858 0.0318
H -0.7051 3.8631 0.4320
H -0.4455 3.2425 -1.0261
O -1.0890 3.6311 -0.4469
H 3.3446 3.0099 -0.7114
H 1.9998 3.1417 0.2810
O 2.6139 3.5520 -0.3637
H 2.9864 1.5984 -3.2934
H 3.5742 0.2653 -3.5063
O 2.7379 0.7998 -3.6773
H -1.6746 0.4022 2.0686
H -1.7949 1.8773 2.2613
O -1.0863 1.1394 2.1907
H 0.4957 -0.5107 1.6508
H 0.6965 -0.2173 3.2453
O 1.0905 -0.5024 2.4332
H 0.9451 0.2601 -3.9524
H 0.2585 -0.3776 -5.2732
O 0.2042 -0.0926 -4.3872
*
```

Values from the calculation:
total energy	-1345.14442	Ha
relative energy (zero: lowest compared OMol25 entry of this formula, charge and spin)	115.9	kcal per mole
gap between HOMO and LUMO	9.35	eV
highest occupied orbital energy	-0.341	hartree